<i>
{"formula": "C4H2OS", "method": "ωB97M-V with the def2-TZVPD basis set", "species": ["C", "C", "C", "C", "O", "S", "H", "H"], "positions_angstrom": [[1.04, -0.05, -0.56], [0.33, 0.93, 0.09], [0.19, -1.13, -0.65], [-0.86, -0.92, 0.38], [-0.79, 0.37, 0.67], [-2.39, -1.40, 1.14], [1.96, 0.25, -1.05], [0.53, 1.95, -0.02]], "lumo_energy_ev": [-2.717, -2.706], "homo_lumo_gap_ev": [6.138, 6.095], "multiplicity": 1}


<ii>
{"formula": "C4H2OS", "method": "ωB97M-V with the def2-TZVPD basis set", "species": ["C", "C", "C", "C", "O", "S", "H", "H"], "positions_angstrom": [[1.42, -1.24, 0.13], [0.02, 0.99, 0.03], [-1.96, -0.85, -0.22], [-1.04, 0.22, -0.04], [-2.42, 0.31, 0.19], [1.63, 0.31, -0.35], [2.36, -1.77, -0.03], [-0.01, 2.03, 0.31]], "lumo_energy_ev": -0.645, "homo_lumo_gap_ev": 8.365, "multiplicity": 1}


The structure with the least stability is <ii>.


<i>
{"formula": "C29H52Cl2N3O2P2SeSi4Ta", "method": "ωB97M-V with the def2-TZVPD basis set", "species": ["Ta", "O", "C", "O", "C", "H", "H", "H", "H", "H", "H", "C", "C", "H", "H", "H", "H", "Cl", "Cl", "N", "P", "P", "C", "C", "C", "C", "Si", "H", "H", "C", "C", "Si", "H", "H", "C", "C", "Si", "H", "H", "C", "C", "Si", "H", "H", "C", "C", "H", "C", "H", "C", "H", "C", "H", "C", "H", "C", "C", "H", "C", "H", "C", "H", "C", "H", "C", "H", "H", "H", "H", "H", "H", "H", "C", "C", "H", "H", "H", "H", "H", "H", "H", "H", "H", "H", "H", "H", "H", "H", "H", "H", "H", "H", "N", "Se", "C", "N"], "positions_angstrom": [[0.93, -0.37, 0.61], [-1.79, 1.15, -4.40], [-2.21, 0.34, -5.53], [-3.70, 1.72, -2.74], [-5.10, 1.45, -2.48], [-3.29, 0.24, -5.58], [-1.80, -0.66, -5.45], [-1.87, 0.74, -6.49], [-5.64, 2.36, -2.22], [-5.24, 0.75, -1.66], [-5.60, 0.98, -3.32], [-2.30, 2.47, -4.60], [-3.67, 2.53, -3.93], [-2.38, 2.76, -5.65], [-1.63, 3.21, -4.21], [-4.39, 2.21, -4.68], [-3.92, 3.57, -3.69], [-4.54, 1.15, 1.22], [-4.76, -2.02, -3.84], [0.93, 0.04, 2.79], [1.32, 1.92, 0.14], [-0.79, -2.12, 1.17], [-0.70, -2.32, 3.01], [0.45, -3.39, 0.47], [2.24, 2.33, 1.74], [2.76, 1.56, -1.11], [3.09, -0.23, -1.85], [3.69, 1.88, -0.63], [2.65, 2.24, -1.95], [4.80, -0.93, -1.50], [3.04, -0.26, -3.72], [1.61, -3.04, -1.04], [-0.06, -4.33, 0.31], [1.13, -3.59, 1.29], [0.84, -3.60, -2.64], [3.29, -3.79, -0.79], [0.62, -1.33, 3.87], [-0.60, -3.38, 3.25], [-1.66, -2.01, 3.43], [2.21, -2.28, 4.06], [-0.04, -0.65, 5.49], [1.64, 1.56, 3.33], [2.32, 3.41, 1.87], [3.27, 2.01, 1.60], [-2.50, -2.64, 0.60], [-2.66, -3.44, -0.54], [-1.80, -3.76, -1.10], [-3.94, -3.80, -0.96], [-4.06, -4.42, -1.84], [-5.05, -3.37, -0.24], [-6.04, -3.66, -0.57], [-4.90, -2.58, 0.89], [-5.76, -2.24, 1.44], [-3.62, -2.21, 1.31], [-3.50, -1.58, 2.18], [0.47, 3.60, 0.12], [-0.73, 3.84, 0.80], [-1.21, 3.04, 1.34], [-1.31, 5.10, 0.77], [-2.24, 5.28, 1.30], [-0.69, 6.13, 0.08], [-1.14, 7.12, 0.06], [0.52, 5.91, -0.58], [1.00, 6.72, -1.11], [1.09, 4.65, -0.56], [2.03, 4.47, -1.06], [-0.93, -0.05, 5.32], [0.69, -0.04, 6.01], [-0.32, -1.46, 6.16], [2.53, -2.70, 3.11], [2.09, -3.11, 4.76], [3.02, -1.65, 4.43], [0.26, 2.53, 4.13], [3.06, 1.18, 4.49], [-0.66, 2.45, 3.54], [0.51, 3.58, 4.21], [0.04, 2.17, 5.13], [3.82, 0.57, 3.99], [2.74, 0.64, 5.38], [3.55, 2.10, 4.82], [2.49, 0.59, -4.12], [2.60, -1.19, -4.10], [4.05, -0.20, -4.13], [4.91, -1.39, -0.52], [5.55, -0.14, -1.56], [5.06, -1.68, -2.23], [0.75, -4.68, -2.68], [1.44, -3.29, -3.50], [-0.16, -3.18, -2.77], [3.79, -3.37, 0.08], [3.93, -3.63, -1.66], [3.22, -4.87, -0.65], [1.78, -1.27, -1.16], [4.96, -1.96, 3.25], [3.57, -1.41, 2.33], [2.52, -1.00, 1.65]], "lumo_energy_ev": [-3.418, -3.420], "homo_lumo_gap_ev": [2.292, 2.289], "multiplicity": 1}


<ii>
{"formula": "C29H52Cl2N3O2P2SeSi4Ta", "method": "ωB97M-V with the def2-TZVPD basis set", "species": ["Ta", "O", "C", "O", "C", "H", "H", "H", "H", "H", "H", "C", "C", "H", "H", "H", "H", "Cl", "Cl", "N", "P", "P", "C", "C", "C", "C", "Si", "H", "H", "C", "C", "Si", "H", "H", "C", "C", "Si", "H", "H", "C", "C", "Si", "H", "H", "C", "C", "H", "C", "H", "C", "H", "C", "H", "C", "H", "C", "C", "H", "C", "H", "C", "H", "C", "H", "C", "H", "H", "H", "H", "H", "H", "H", "C", "C", "H", "H", "H", "H", "H", "H", "H", "H", "H", "H", "H", "H", "H", "H", "H", "H", "H", "H", "N", "Se", "C", "N"], "positions_angstrom": [[0.57, 0.03, -3.36], [-0.32, 1.38, -2.52], [-0.41, 2.81, -2.61], [-0.47, 0.17, -4.88], [0.16, -0.40, -6.04], [0.07, 3.13, -3.54], [0.12, 3.22, -1.74], [-1.47, 3.10, -2.61], [0.17, 0.38, -6.81], [-0.48, -1.23, -6.35], [1.19, -0.74, -5.86], [-2.95, 1.03, -3.56], [-2.76, 0.51, -4.78], [-3.07, 2.10, -3.41], [-2.98, 0.40, -2.69], [-2.64, 1.15, -5.65], [-2.87, -0.55, -4.98], [0.35, -2.21, -3.16], [2.50, 0.95, -4.00], [0.26, -1.96, 2.77], [-2.43, -0.50, 0.61], [2.83, 0.08, 1.24], [3.12, -1.03, 2.65], [2.88, 1.80, 1.80], [-2.78, -1.36, 2.18], [-2.83, 1.29, 0.67], [-1.59, 2.74, 1.12], [-3.72, 1.41, 1.31], [-3.16, 1.54, -0.36], [-2.00, 3.16, 2.93], [-2.35, 4.12, 0.04], [1.61, 3.13, 1.16], [3.89, 2.19, 1.57], [2.80, 1.79, 2.90], [2.49, 3.77, -0.40], [1.71, 4.54, 2.44], [1.91, -2.35, 3.18], [3.33, -0.38, 3.52], [4.08, -1.55, 2.44], [1.99, -2.73, 5.00], [2.50, -3.88, 2.24], [-1.33, -2.59, 2.44], [-3.69, -1.97, 2.06], [-2.91, -0.66, 3.02], [4.22, -0.34, 0.10], [5.37, 0.43, -0.06], [5.60, 1.22, 0.68], [6.19, 0.21, -1.17], [7.04, 0.86, -1.35], [5.91, -0.84, -2.07], [6.54, -1.01, -2.94], [4.84, -1.70, -1.81], [4.63, -2.57, -2.45], [4.02, -1.47, -0.72], [3.18, -2.15, -0.53], [-3.72, -1.13, -0.53], [-3.36, -1.99, -1.59], [-2.31, -2.26, -1.75], [-4.33, -2.47, -2.48], [-4.04, -3.13, -3.29], [-5.66, -2.09, -2.33], [-6.42, -2.45, -3.03], [-6.03, -1.23, -1.29], [-7.06, -0.93, -1.16], [-5.07, -0.75, -0.40], [-5.35, -0.06, 0.40], [2.00, -4.00, 1.27], [2.35, -4.79, 2.86], [3.59, -3.77, 2.07], [2.30, -1.85, 5.58], [2.73, -3.53, 5.16], [1.02, -3.07, 5.38], [-1.05, -3.65, 0.93], [-1.89, -3.59, 3.91], [-0.31, -3.21, 0.25], [-1.99, -3.79, 0.38], [-0.69, -4.63, 1.27], [-1.77, -3.04, 4.84], [-1.34, -4.54, 3.96], [-2.96, -3.81, 3.75], [-3.05, 3.72, -0.72], [-1.55, 4.67, -0.48], [-2.91, 4.83, 0.66], [-1.38, 2.56, 3.61], [-3.06, 2.96, 3.13], [-1.80, 4.23, 3.13], [3.58, 3.63, -0.32], [2.29, 4.85, -0.54], [2.15, 3.23, -1.29], [1.43, 4.21, 3.45], [1.04, 5.35, 2.16], [2.74, 4.95, 2.49], [0.05, 2.61, 0.91], [0.15, -0.20, 3.21], [1.59, -0.12, -0.04], [1.24, -0.19, -1.16]], "lumo_energy_ev": [-1.686, -1.685], "homo_lumo_gap_ev": [4.033, 4.036], "multiplicity": 1}


The structure with the least stability is <i>.


<i>
{"formula": "CH10N2O2", "method": "ωB97M-V with the def2-TZVPD basis set", "species": ["N", "C", "N", "H", "H", "H", "H", "H", "H", "H", "H", "O", "H", "H", "O"], "positions_angstrom": [[1.98, -1.67, -1.88], [1.22, -0.46, -1.52], [0.38, -0.66, -0.34], [2.59, -1.44, -2.61], [1.56, -2.54, -2.23], [0.69, -0.16, -2.46], [1.94, 0.44, -1.31], [-0.17, -1.51, -0.51], [0.98, -0.70, 0.48], [1.37, 0.29, 3.28], [1.75, -1.13, 2.99], [1.95, -0.25, 2.76], [-5.25, 2.96, 0.47], [-5.79, 3.16, 1.69], [-5.20, 3.66, 1.17]], "smiles": "NCN.O.O", "lumo_energy_ev": 0.936, "homo_lumo_gap_ev": 9.932, "multiplicity": 1}


<ii>
{"formula": "CH10N2O2", "method": "ωB97M-V with the def2-TZVPD basis set", "species": ["N", "C", "N", "H", "H", "H", "H", "H", "H", "H", "H", "O", "H", "H", "O"], "positions_angstrom": [[-2.50, 0.83, 0.72], [-1.27, 0.30, 1.27], [-0.07, 0.80, 0.59], [-2.64, 1.82, 0.86], [-2.46, 0.69, -0.28], [-1.25, 0.49, 2.34], [-1.26, -0.78, 1.11], [0.79, 0.26, 0.60], [0.28, 1.69, 0.93], [0.69, -5.19, -4.57], [1.24, -4.79, -3.28], [1.51, -4.84, -4.18], [1.67, 2.97, 2.77], [2.13, 3.96, 1.76], [1.80, 3.06, 1.81]], "smiles": "NCN.O.O", "lumo_energy_ev": 0.625, "homo_lumo_gap_ev": 9.542, "multiplicity": 1}


The structure with the least stability is <i>.


<i>
{"formula": "CH3ClN2", "method": "ωB97M-V with the def2-TZVPD basis set", "species": ["C", "N", "N", "Cl", "H", "H", "H"], "positions_angstrom": [[-0.49, -0.50, -0.60], [0.40, -0.01, 0.40], [0.49, 1.36, 0.60], [1.64, 1.63, 1.78], [0.20, -1.36, -1.02], [-1.20, 0.11, -1.22], [-1.04, -1.23, 0.06]], "smiles": "C/N=N/Cl", "lumo_energy_ev": -0.118, "homo_lumo_gap_ev": 10.117, "multiplicity": 1}


<ii>
{"formula": "CH3ClN2", "method": "ωB97M-V with the def2-TZVPD basis set", "species": ["C", "N", "N", "Cl", "H", "H", "H"], "positions_angstrom": [[-0.15, 0.76, 0.78], [0.28, -1.09, -1.36], [-0.20, -1.34, -0.32], [0.71, 1.20, 2.26], [0.29, 1.36, -0.11], [-1.25, 0.86, 0.94], [0.32, -1.76, -2.17]], "lumo_energy_ev": [0.292, 0.290], "homo_lumo_gap_ev": [8.680, 8.780], "multiplicity": 1}


The structure with the least stability is <ii>.


<i>
{"formula": "C2H10N4O", "method": "ωB97M-V with the def2-TZVPD basis set", "species": ["C", "C", "N", "N", "N", "N", "O", "H", "H", "H", "H", "H", "H", "H", "H", "H", "H"], "positions_angstrom": [[-1.62, 0.09, -0.57], [-0.98, -0.37, -1.65], [1.53, -0.25, 0.46], [2.38, -0.97, 1.32], [1.92, 1.10, 0.50], [-2.54, -0.61, 0.17], [-1.65, 1.44, -0.35], [-2.05, 1.53, 0.53], [0.49, -0.41, 0.68], [2.77, 1.23, -0.07], [3.29, -1.10, 0.89], [2.56, -0.41, 2.16], [1.20, 1.67, 0.04], [-2.56, -1.59, -0.10], [-3.47, -0.22, 0.09], [-0.32, 0.28, -2.22], [-0.94, -1.43, -1.88]], "smiles": "C=C(N)O.NNN", "lumo_energy_ev": 0.675, "homo_lumo_gap_ev": 8.443, "multiplicity": 1}


<ii>
{"formula": "C2H10N4O", "method": "ωB97M-V with the def2-TZVPD basis set", "species": ["C", "N", "N", "N", "N", "H", "H", "H", "H", "H", "H", "C", "O", "H", "H", "H", "H"], "positions_angstrom": [[-0.71, 1.96, -0.78], [-0.84, 0.76, 0.02], [-1.91, 0.82, 0.94], [-0.04, -1.48, -0.50], [-0.92, -2.03, 0.09], [-2.80, 0.72, 0.47], [-1.81, 0.08, 1.63], [-1.11, -2.64, 0.90], [0.15, 1.85, -1.43], [-1.61, 2.12, -1.39], [-0.58, 2.84, -0.14], [2.47, -1.10, -0.09], [1.22, -0.90, 0.52], [0.03, 0.49, 0.53], [3.27, -0.63, 0.50], [2.52, -0.69, -1.11], [2.68, -2.17, -0.19]], "lumo_energy_ev": [0.270, 0.271], "homo_lumo_gap_ev": [7.695, 7.696], "multiplicity": 1}


The structure with the least stability is <ii>.


<i>
{"formula": "C3H5F", "method": "ωB97M-V with the def2-TZVPD basis set", "species": ["C", "C", "C", "H", "H", "H", "H", "H", "F"], "positions_angstrom": [[-1.12, -0.34, 0.16], [0.28, -0.38, -0.13], [1.10, 0.71, -0.04], [-1.34, -1.14, -0.59], [-1.17, -0.68, 1.17], [0.95, -1.24, -0.52], [2.18, 0.30, -0.34], [0.89, 1.99, 0.52], [-1.77, 0.78, -0.23]], "lumo_energy_ev": 1.019, "homo_lumo_gap_ev": 10.807, "multiplicity": 1}


<ii>
{"formula": "C3H5F", "method": "ωB97M-V with the def2-TZVPD basis set", "species": ["C", "C", "C", "F", "H", "H", "H", "H", "H"], "positions_angstrom": [[-0.54, 0.93, -0.87], [0.32, 0.49, 0.03], [0.28, -0.87, 0.65], [-0.76, -1.64, 0.17], [-0.46, 1.92, -1.29], [-1.34, 0.31, -1.23], [1.14, 1.10, 0.39], [0.15, -0.80, 1.73], [1.21, -1.43, 0.43]], "smiles": "C=CCF", "lumo_energy_ev": 1.185, "homo_lumo_gap_ev": 11.199, "multiplicity": 1}


The structure with the least stability is <i>.


<i>
{"formula": "C2H17N2O4", "method": "ωB97M-V with the def2-TZVPD basis set", "species": ["C", "N", "C", "N", "H", "H", "H", "H", "H", "H", "H", "H", "H", "H", "H", "O", "H", "H", "O", "H", "H", "O", "H", "H", "O"], "positions_angstrom": [[0.01, -2.40, 0.73], [-0.55, -2.59, -0.55], [0.42, -0.91, 1.08], [-0.31, 0.07, 0.21], [0.91, -3.00, 0.86], [-0.63, -2.73, 1.55], [0.10, -2.78, -1.29], [-1.52, -2.46, -0.76], [1.51, -0.88, 0.98], [0.31, -0.69, 2.14], [0.23, 0.04, -0.68], [-1.24, -0.35, 0.13], [-0.33, 1.03, 0.55], [-3.15, -0.93, 1.38], [-3.70, -0.43, 0.18], [-2.96, -1.01, 0.42], [-1.28, 3.50, 3.24], [-0.38, 3.83, 2.12], [-0.64, 3.07, 2.69], [1.66, 3.46, -3.05], [2.95, 2.70, -3.54], [2.26, 2.73, -2.88], [2.57, -0.40, -1.78], [1.99, 1.00, -2.07], [1.77, 0.14, -1.67]], "lumo_energy_ev": -2.759, "homo_lumo_gap_ev": 9.618, "charge": 1, "multiplicity": 1}


<ii>
{"formula": "C2H17N2O4", "method": "ωB97M-V with the def2-TZVPD basis set", "species": ["C", "N", "C", "N", "H", "H", "H", "H", "H", "H", "H", "H", "H", "H", "H", "O", "H", "H", "O", "H", "H", "O", "H", "H", "O"], "positions_angstrom": [[-2.27, -1.48, 0.16], [-1.97, -1.33, 1.65], [-1.98, -0.07, -0.70], [-0.41, 0.12, -0.86], [-3.30, -1.67, -0.04], [-1.62, -2.16, -0.37], [-1.45, -2.18, 1.96], [-2.71, -1.13, 2.16], [-2.49, 0.65, -0.11], [-2.36, 0.08, -1.77], [-0.04, 1.08, -0.99], [-0.03, -0.21, 0.07], [0.17, -0.39, -1.67], [0.04, 4.04, -0.24], [0.31, 2.90, 0.66], [-0.14, 3.07, -0.05], [2.43, 0.94, 1.86], [3.40, 2.00, 1.65], [2.80, 1.44, 1.17], [1.32, -0.87, 2.16], [2.30, -1.03, 0.89], [1.50, -1.20, 1.37], [1.37, -1.92, -2.59], [1.72, -0.56, -3.39], [1.23, -1.04, -2.81]], "lumo_energy_ev": -2.704, "homo_lumo_gap_ev": 10.391, "charge": 1, "multiplicity": 1}


<iii>
{"formula": "C2H17N2O4", "method": "ωB97M-V with the def2-TZVPD basis set", "species": ["N", "C", "C", "N", "H", "H", "H", "H", "H", "H", "H", "H", "H", "H", "H", "O", "H", "H", "O", "H", "H", "O", "H", "H", "O"], "positions_angstrom": [[-1.03, -0.29, 1.06], [-1.38, -0.71, -0.35], [-0.50, 0.04, -1.31], [-0.84, -0.38, -2.68], [-0.01, -0.29, 1.19], [-1.45, 0.64, 1.23], [-1.35, -0.97, 1.75], [-1.39, -1.80, -0.42], [-2.42, -0.41, -0.45], [-0.79, 1.07, -1.17], [0.58, 0.00, -1.13], [-0.40, 0.25, -3.35], [-0.43, -1.28, -2.86], [-1.97, 2.90, 0.51], [-2.88, 2.56, 1.63], [-2.40, 2.13, 0.91], [2.65, 2.87, -1.32], [1.81, 1.67, -1.75], [1.78, 2.48, -1.23], [0.88, -1.37, 3.62], [1.29, -2.03, 2.29], [1.11, -1.18, 2.71], [3.14, -2.17, -0.36], [3.35, -1.86, 1.08], [2.65, -1.88, 0.42]], "lumo_energy_ev": -2.795, "homo_lumo_gap_ev": 10.301, "charge": 1, "multiplicity": 1}


The structure with the least stability is <ii>.


<i>
{"formula": "C4H7FO2", "method": "ωB97M-V with the def2-TZVPD basis set", "species": ["C", "C", "C", "C", "O", "O", "F", "H", "H", "H", "H", "H", "H", "H"], "positions_angstrom": [[-0.78, -1.21, 3.22], [0.76, 0.88, -1.02], [-0.37, 0.01, -0.50], [-0.71, -1.34, 1.39], [-0.15, -1.92, 3.92], [-0.21, -0.18, 0.92], [-2.04, -1.51, 1.05], [-1.48, -0.42, 3.50], [0.57, 1.13, -2.06], [0.82, 1.79, -0.44], [1.71, 0.35, -0.94], [-0.36, -0.97, -1.00], [-1.34, 0.48, -0.67], [-0.19, -2.26, 1.10]], "smiles": "CCO[C@H](F)C=O", "lumo_energy_ev": 1.012, "homo_lumo_gap_ev": 10.464, "multiplicity": 1}


<ii>
{"formula": "C4H7FO2", "method": "ωB97M-V with the def2-TZVPD basis set", "species": ["C", "C", "C", "C", "H", "H", "H", "H", "H", "H", "H", "O", "O", "F"], "positions_angstrom": [[0.09, -1.22, -0.45], [-0.40, 0.17, -0.15], [0.46, 1.13, 0.50], [-1.68, 0.44, -0.38], [1.60, -1.92, -1.40], [-0.64, -1.84, -0.99], [0.32, -1.67, 0.52], [1.43, 1.32, -0.05], [-0.03, 2.06, 0.61], [1.55, 0.95, 2.19], [-2.12, 1.40, -0.13], [1.27, -1.05, -1.17], [0.71, 0.63, 1.82], [-2.55, -0.41, -0.90]], "smiles": "OCC(=CF)CO", "lumo_energy_ev": 0.821, "homo_lumo_gap_ev": 10.329, "multiplicity": 1}


The structure with the least stability is <i>.